(1)
Computed, not measured: an isolated molecule of C8H4Cl2O2, with wB97M-V/def2-TZVPD.

```
16
Properties=species:S:1:pos:R:3:forces:R:3
O 1.11206 -3.52867 0.57502 0.018 0.322 0.414
C 0.79819 -2.39944 0.46832 -0.880 0.608 -4.080
O 0.69735 -1.44645 1.36728 0.091 0.423 1.299
C 0.23615 -0.24493 0.85054 -0.221 0.169 -0.805
C 0.01057 0.86599 1.63457 0.070 -0.234 0.043
C -0.46788 2.01068 1.00926 0.072 -0.151 0.032
C -0.69865 2.03120 -0.35572 -0.060 0.080 -0.207
C -0.46693 0.90652 -1.13344 0.032 -0.117 0.091
C -0.00102 -0.24508 -0.52634 0.046 0.118 0.354
C 0.31153 -1.56082 -1.12343 0.870 -1.448 2.652
Cl -1.05755 -2.40440 -1.83814 0.106 0.079 0.055
Cl 1.70960 -1.56018 -2.20072 -0.124 0.004 0.058
H 0.19550 0.83654 2.69544 0.028 -0.023 0.133
H -0.66366 2.89288 1.59888 0.007 0.069 0.063
H -1.06510 2.93192 -0.82372 -0.038 0.079 -0.022
H -0.65016 0.91425 -2.19780 -0.017 0.021 -0.081
```
Forces are in eV/Å.

Electronic energy (eV): -37500.2192
Orbital gap (eV): 10.02
HOMO level (eV): -9.8
SMILES: O=C1Oc2ccccc2C1(Cl)Cl
LUMO (eV): 0.22

(2)
Computed, not measured: a structure of composition C31H32MnN2O5P2, with wB97M-V/def2-TZVPD.

```
73
Properties=species:S:1:pos:R:3:forces:R:3
Mn 1.28556 1.15314 0.75233 1.440 0.750 -0.086
O 1.20309 2.08175 -1.16892 -0.052 -0.262 0.026
C 0.85974 3.47583 -1.07946 -0.080 0.206 -0.061
C 1.75298 4.18016 -0.07097 0.013 0.019 -0.077
N 1.82808 3.39476 1.15731 -0.250 -0.113 0.108
C 3.18732 3.28808 1.68864 0.222 -0.066 -0.076
C 3.92106 2.17705 0.94219 0.250 0.193 0.066
O 5.08814 2.21242 0.65907 -0.076 0.124 0.089
O 3.14338 1.15756 0.62384 -0.284 -0.304 -0.156
C 0.81895 3.65835 2.18272 -0.150 0.118 0.206
C 0.34909 2.32225 2.80128 -0.364 0.498 0.115
O -0.75232 2.20910 3.28696 0.243 0.102 0.245
O 1.23452 1.35825 2.66917 -0.464 -0.380 -0.545
H 2.00234 1.94424 -1.69499 0.066 -0.019 -0.015
H -0.18733 3.49353 -0.76497 0.083 0.012 0.001
H 0.93532 3.92311 -2.07307 -0.038 0.019 0.097
H 1.39637 5.20086 0.10411 0.008 -0.022 -0.028
H 2.76074 4.25484 -0.48558 -0.004 0.017 0.009
H 3.13643 3.00040 2.73966 0.038 0.002 -0.068
H 3.74589 4.22375 1.59980 -0.028 -0.048 0.034
H -0.04543 4.16812 1.75351 0.027 -0.050 0.019
H 1.21999 4.29325 2.97990 -0.099 0.041 -0.002
C -0.42159 -1.16149 2.43624 0.023 -0.030 0.164
N -0.30344 -0.89661 0.98078 -0.278 -0.561 -0.395
P -1.02421 0.52515 0.33867 -0.035 -0.779 0.207
C -1.61359 0.09779 -1.32223 0.028 0.135 0.008
C -2.17887 -1.15042 -1.56751 -0.094 0.148 -0.006
C -2.77907 -1.41330 -2.78555 0.017 -0.053 0.069
C -2.82125 -0.43331 -3.76541 0.012 0.052 -0.034
C -2.27125 0.81496 -3.52382 0.008 -0.003 0.001
C -1.67207 1.08217 -2.30196 0.110 0.031 -0.001
C -2.57464 0.76851 1.22628 0.108 0.103 0.039
C -3.36321 -0.32019 1.59714 0.017 0.064 -0.071
C -4.60368 -0.10195 2.16604 -0.020 -0.013 0.009
C -5.06589 1.19437 2.35315 -0.009 0.003 0.014
C -4.28974 2.27561 1.97139 -0.009 0.019 -0.003
C -3.03985 2.06448 1.41282 0.052 -0.048 -0.007
P 1.30994 -1.46684 0.45100 -0.177 0.124 -0.228
C 1.25535 -3.24823 0.80368 -0.063 0.171 -0.003
C 0.07971 -3.98812 0.85472 -0.038 0.050 -0.065
C 0.13429 -5.36163 1.01968 -0.072 -0.022 0.020
C 1.35960 -5.99981 1.13266 0.074 0.011 0.008
C 2.53428 -5.26333 1.08919 -0.038 -0.010 -0.001
C 2.48404 -3.88766 0.93176 0.042 0.027 0.034
C 1.38349 -1.43964 -1.37613 -0.104 -0.157 0.117
C 2.42715 -0.69542 -1.92854 0.029 0.071 0.083
C 2.63799 -0.68406 -3.30155 0.031 0.037 0.006
C 1.81091 -1.41883 -4.13181 -0.014 -0.012 -0.011
C 0.79864 -2.20143 -3.58808 -0.025 0.003 0.043
C 0.60045 -2.22769 -2.22059 0.091 0.035 -0.034
H -1.06311 -0.42322 2.91087 0.047 -0.018 0.035
H 0.56303 -1.08262 2.90929 -0.101 -0.050 0.006
H -0.81772 -2.16653 2.59445 0.015 0.119 0.035
H -2.15246 -1.91196 -0.80615 0.017 -0.145 0.160
H -3.21545 -2.38495 -2.97111 -0.019 -0.034 -0.001
H -3.28956 -0.64163 -4.71573 -0.036 -0.009 -0.069
H -2.31334 1.58248 -4.28283 0.005 0.039 -0.037
H -1.25227 2.06293 -2.11927 -0.010 -0.018 -0.006
H -3.01389 -1.33128 1.44413 0.043 -0.066 -0.002
H -5.21324 -0.94386 2.46282 -0.014 -0.018 0.012
H -6.03418 1.35934 2.80332 -0.046 0.005 0.009
H -4.65025 3.28349 2.11921 -0.003 0.027 0.013
H -2.42383 2.91065 1.14099 0.040 0.050 -0.009
H -0.87761 -3.49283 0.76499 -0.076 0.047 -0.031
H -0.78158 -5.93456 1.06309 -0.026 -0.018 -0.001
H 1.39879 -7.07122 1.26250 0.006 -0.063 0.007
H 3.48948 -5.75762 1.18541 0.055 -0.029 0.006
H 3.40151 -3.31318 0.90895 0.039 0.030 -0.002
H 3.10629 -0.15928 -1.27546 0.013 0.023 0.029
H 3.46488 -0.12257 -3.71411 0.029 0.028 -0.020
H 1.97149 -1.41170 -5.20044 0.008 -0.002 -0.053
H 0.17704 -2.80600 -4.23312 -0.029 -0.030 -0.030
H -0.15141 -2.87773 -1.80637 -0.123 -0.102 0.080
```
Forces are in eV/Å.

Spin multiplicity: 5
Electronic energy (eV): -95777.0798
Orbital gap (spin up / spin down) (eV): 6.07 / 7.83
HOMO level (spin up / spin down) (eV): -11.1 / -11.3
⟨S²⟩: 6.10
Energy above the lowest of the compared OMol25 structures with the same formula, charge and spin (kJ/mol): 204.3
Total charge: +1
LUMO (spin up / spin down) (eV): -5.08 / -3.44

(3)
Computed, not measured: a cluster of 15 separate species, C24H52Cl28FN2O3P2 in total, with wB97M-V/def2-TZVPD.

```
112
Properties=species:S:1:pos:R:3:forces:R:3
C 2.38322 -0.88800 -0.01023 0.716 0.461 0.307
C 2.26201 0.31945 -0.96692 -0.865 -1.059 -0.021
O 3.19098 1.33975 -0.67288 -0.092 -0.120 -0.261
C 2.83545 2.54803 -1.35028 0.102 -0.036 0.242
C 1.81184 3.30284 -0.46755 0.369 0.390 -0.244
O 0.73188 3.90315 -1.23025 -0.233 -0.584 0.845
C -0.47421 3.47032 -0.63349 -0.386 0.214 -0.181
C -1.71620 4.16065 -1.23722 0.282 -0.655 0.400
O -2.38710 3.25740 -2.15543 -0.155 0.197 0.410
C -3.77366 3.24557 -1.99731 -0.695 0.276 -0.137
P -4.35146 1.80736 -0.92319 -1.002 0.474 -3.204
F -5.88961 2.11963 -0.68507 1.120 -0.270 -0.014
N -4.31259 0.39953 -1.75656 0.837 1.293 2.230
C -3.30101 -0.41075 -1.53222 0.009 -1.498 0.845
C -1.83592 -0.05507 -1.56240 0.254 -0.372 -0.700
C -3.64167 -1.85912 -1.19785 -0.124 0.427 -0.917
P -3.41555 1.71763 1.07182 0.752 -1.427 2.712
N -2.87612 0.30213 1.47329 -0.089 0.514 -0.559
H 1.65372 -0.82300 0.81432 0.231 -0.166 -0.358
H 2.30265 -1.85148 -0.53545 -0.185 0.430 0.197
H 3.38376 -0.87699 0.46232 -0.422 -0.014 -0.246
H 2.35857 -0.05146 -2.01041 0.218 0.459 0.327
H 1.21915 0.70516 -0.88064 0.425 0.024 -0.113
H 2.43125 2.30237 -2.35018 -0.016 0.295 0.369
H 3.77405 3.10898 -1.48118 -0.456 -0.117 0.068
H 2.27933 4.11129 0.12295 -0.098 -0.476 -0.417
H 1.40656 2.57523 0.25752 0.167 0.203 -0.319
H -0.53832 2.36816 -0.75352 -0.313 0.403 0.057
H -0.49914 3.67025 0.46338 0.324 0.079 -0.465
H -1.44155 5.10312 -1.74024 -0.169 -0.412 0.141
H -2.42549 4.35073 -0.40863 0.353 0.281 -0.370
H -4.25254 3.08482 -2.98382 0.137 -0.155 0.461
H -4.18923 4.19196 -1.60334 0.198 -0.313 -0.049
H -1.58370 0.80278 -2.20347 -0.393 -0.088 0.370
H -1.30874 -0.93345 -1.98821 -0.206 0.343 0.278
H -1.40896 0.06563 -0.54701 -0.482 -0.118 -0.290
H -2.75348 -2.41962 -0.88266 -0.415 0.210 -0.047
H -4.46485 -1.89277 -0.46454 0.483 0.155 -0.157
H -4.06102 -2.32755 -2.11487 0.314 0.138 0.329
H -2.39608 2.71107 1.09315 -0.650 0.089 -0.534
H -4.42251 2.11168 2.00570 0.058 0.676 -0.820
H -3.36673 -0.04064 2.30147 0.084 -0.295 -0.299
C -6.22653 -0.82594 3.09427 0.033 0.125 0.093
Cl -6.46102 -1.43054 1.44649 -0.092 0.012 -0.046
Cl -4.70186 -1.40031 3.78925 -0.066 -0.048 0.095
H -6.21421 0.25979 3.06714 0.052 -0.395 -0.011
H -7.04681 -1.17430 3.71502 0.057 -0.095 -0.055
C 6.46713 -0.79288 0.84684 0.018 0.185 -0.028
Cl 7.17134 -1.56320 -0.57792 -0.004 0.063 -0.008
Cl 5.65794 -1.97384 1.88891 0.054 0.693 0.330
H 7.25754 -0.31143 1.41282 0.012 -0.134 0.001
H 5.73892 -0.05470 0.52290 -0.039 -0.112 -0.038
C 4.46636 5.26163 2.09512 0.137 0.034 0.153
Cl 4.99087 4.94909 0.43739 0.079 -0.027 0.005
Cl 2.73162 5.60696 2.18069 0.042 0.100 0.171
H 4.67847 4.38667 2.70020 -0.087 -0.026 -0.099
H 5.01179 6.11831 2.47675 -0.079 0.037 -0.111
C 7.53446 7.01957 -1.67905 -0.144 -0.030 -0.098
Cl 7.40836 7.97803 -0.19625 -0.083 0.051 0.031
Cl 9.10300 6.21617 -1.79881 -0.031 -0.012 -0.071
H 6.75305 6.26575 -1.67515 0.080 -0.012 0.140
H 7.41448 7.68301 -2.53683 0.116 -0.332 0.620
C -8.65913 2.60945 4.27213 -0.264 -0.063 0.147
Cl -7.15032 2.36887 3.37398 -0.200 -0.554 0.160
Cl -9.79504 1.29067 3.98010 0.023 0.040 0.024
H -8.43081 2.65143 5.33163 0.081 -0.065 -0.067
H -9.11075 3.54169 3.95261 0.056 -0.060 -0.092
C -6.88601 -4.78215 3.63503 0.055 -0.046 -0.135
Cl -7.82176 -3.85511 4.81758 -0.028 0.110 -0.073
Cl -5.81349 -5.94133 4.42366 0.013 0.015 -0.072
H -7.57339 -5.32078 2.99122 -0.026 -0.015 0.123
H -6.28667 -4.09474 3.04629 0.019 0.006 0.111
C -7.67087 6.29318 3.28254 -0.031 0.233 -0.077
Cl -6.37936 5.15711 2.85442 0.206 0.932 -0.227
Cl -8.22130 6.05180 4.94380 -0.010 0.047 -0.023
H -7.29378 7.30544 3.18441 0.047 -0.064 0.081
H -8.50743 6.14198 2.60811 0.044 -0.100 0.048
C 3.88058 -5.16015 3.80898 0.079 -0.006 0.056
Cl 2.56672 -4.44654 2.86678 -0.140 0.087 0.080
Cl 3.26376 -6.09140 5.17839 0.064 -0.011 0.013
H 4.45196 -5.81963 3.16612 -0.138 -0.040 0.004
H 4.51563 -4.36379 4.18358 -0.106 0.008 0.025
C 5.33721 -6.25566 0.31051 0.103 0.010 -0.155
Cl 3.85480 -7.18309 0.59054 -0.112 -0.019 0.074
Cl 5.13992 -4.55771 0.76491 0.245 -0.655 -0.477
H 6.13608 -6.68768 0.90479 -0.096 0.014 0.051
H 5.58956 -6.31056 -0.74381 -0.112 -0.010 0.021
C 8.64763 10.10137 -4.14768 0.137 0.172 0.082
Cl 10.16131 9.94750 -5.03978 -0.027 0.045 0.046
Cl 7.58762 8.70919 -4.42597 -0.066 0.340 -0.590
H 8.86931 10.16476 -3.08689 0.013 -0.120 -0.044
H 8.13562 10.99975 -4.47519 -0.018 -0.102 -0.084
C 4.02324 -10.58254 -1.01407 -0.107 -0.014 0.145
Cl 3.82610 -11.87470 -2.20272 -0.050 0.010 0.017
Cl 5.47475 -9.62699 -1.33502 0.063 -0.080 0.052
H 3.15861 -9.92845 -1.05922 0.078 0.016 -0.095
H 4.10471 -11.02270 -0.02582 0.087 -0.033 -0.076
C -7.57183 -0.82096 -1.94422 -0.014 0.065 0.061
Cl -8.22114 -0.34742 -3.51728 0.061 0.080 0.017
Cl -7.98612 -2.49187 -1.54223 0.070 -0.012 0.050
H -6.49225 -0.72440 -1.96937 -0.047 -0.064 -0.069
H -7.98504 -0.16641 -1.18268 -0.085 -0.074 -0.044
C -0.41718 -4.70630 -1.30503 0.088 -0.182 0.008
Cl -1.44418 -4.40275 -2.71270 0.020 -0.043 -0.037
Cl -0.29929 -3.27664 -0.26767 0.068 -0.063 0.085
H -0.84184 -5.52173 -0.72926 -0.074 0.106 0.000
H 0.57762 -4.97202 -1.64710 -0.030 0.122 -0.025
C 5.87557 -8.71073 -4.79830 0.014 -0.183 -0.017
Cl 4.82235 -8.42113 -6.18681 0.016 -0.055 -0.004
Cl 5.97204 -7.28840 -3.75143 0.090 0.110 -0.031
H 5.47838 -9.54091 -4.22263 -0.067 0.107 0.020
H 6.87152 -8.94875 -5.15632 -0.033 0.129 -0.025
```
Forces are in eV/Å.

Electronic energy (eV): -406767.6600
Orbital gap (eV): 7.96
HOMO level (eV): -11.8
Energy above the lowest of the compared OMol25 structures with the same formula, charge and spin (kJ/mol): 164.2
Total charge: +1
LUMO (eV): -3.86

(4)
Computed, not measured: a structure of composition C7H11Br2FO, with wB97M-V/def2-TZVPD.

```
22
Properties=species:S:1:pos:R:3:forces:R:3
C 1.29196 -0.16051 -0.41917 -0.888 0.083 3.055
C 0.59949 1.18680 -0.21242 0.662 -0.927 1.769
C 0.64056 -1.14407 0.54335 -1.318 0.063 -1.018
C -0.90506 1.16994 -0.50663 0.615 1.487 -2.443
C -0.87309 -1.29717 0.10245 1.139 1.115 3.206
C -1.57408 0.04789 0.21912 -3.271 -1.595 -1.244
C -3.19766 -0.06752 -0.43969 2.830 0.196 1.630
O -1.76794 0.07324 1.57798 -1.061 3.212 2.723
F -3.09359 -0.24548 -1.74060 -0.256 -0.747 -1.197
Br -4.03933 1.65176 -0.20507 -0.577 0.168 0.347
Br -4.17972 -1.51386 0.43471 0.110 0.446 -0.438
H 1.10826 -0.51602 -1.35491 -0.439 -0.950 -2.990
H 2.34167 -0.27320 -0.24200 0.861 0.995 0.013
H 0.72580 1.39116 0.86203 -0.155 0.118 -0.062
H 1.21517 1.90829 -0.66372 0.051 1.472 -1.132
H 1.05836 -2.10654 0.36923 0.515 -0.995 0.097
H 0.79046 -0.90099 1.60997 -0.343 0.126 -0.519
H -1.37548 2.14375 -0.24475 0.453 -0.603 -0.038
H -1.04364 1.10547 -1.69304 0.056 -0.276 2.556
H -0.92004 -1.70990 -0.84911 -0.221 -1.018 -1.634
H -1.31283 -1.85134 0.94612 -0.230 -0.570 -1.086
H -2.30565 0.86414 1.97094 1.467 -1.801 -1.593
```
Forces are in eV/Å.

Electronic energy (eV): -152286.1678
Orbital gap (eV): 10.30
HOMO level (eV): -9.9
Energy above the lowest of the compared OMol25 structures with the same formula, charge and spin (kJ/mol): 150.5
LUMO (eV): 0.41

Question: Which value of electronic energy does entry 3 give?
Answer: -406767.6600 eV